No. 1
C57H58FN5O2SSbSiW as an isolated structure at a distorted geometry. Source: the Open Molecules 2025 dataset; level of theory: wB97M-V/def2-TZVPD.

The geometry in XYZ format:
```
127
Properties=species:S:1:pos:R:3
C 3.6271 4.2076 0.0176
H -3.8284 1.0412 3.1178
H 5.8208 -2.4548 2.9237
N -1.7130 1.4726 1.9491
C 0.8686 -6.4529 -2.3945
C -0.1554 2.8105 1.1811
H 0.5377 -6.0936 -4.4871
C 0.6378 2.7818 -3.0029
C 0.7071 -2.7786 6.7895
H 0.5379 -3.1660 0.6730
C -3.2411 0.6199 -0.9510
H 3.1035 -1.5982 -4.0735
Si 2.3423 -0.9372 2.8169
C -2.2442 0.3086 2.0787
H 5.3492 -1.5447 0.5301
W 0.4482 -0.1707 0.1244
H -3.7931 -0.6950 2.9629
H 5.2202 -0.9900 3.7121
H 2.7904 4.4306 4.8827
H 0.4897 0.9703 3.8745
H -1.6839 1.0759 -5.9917
H 0.2371 3.6406 -3.5181
H -2.6540 3.2650 -0.2490
C 0.2890 0.2384 -6.1823
C 4.5555 -0.9601 1.0042
H 3.2249 -0.8513 5.6125
H 2.0864 -2.1458 -2.7332
C 1.2373 -0.5792 -5.5981
H 4.4679 -3.7176 1.3495
H -4.3066 -3.8417 0.1994
C -0.0413 -3.8591 -2.0045
C -4.4784 3.8505 0.6936
H -0.8603 -3.6287 5.5982
C 3.4017 2.8526 0.1055
C -4.7333 -3.9745 -2.3532
H -2.6725 -4.3894 -0.1663
H 4.4934 -2.5520 4.0894
C 1.0915 3.2798 0.6769
C 2.7276 3.4387 4.4531
H -6.4120 4.1836 1.5604
H -3.3752 -0.3532 -0.4738
S -1.5949 -1.1717 1.4234
H 2.8276 0.5137 -2.0598
C -1.4260 1.7937 -1.8630
H 2.7703 2.7078 -3.6189
H 0.6183 3.2426 4.8102
C -2.9666 -2.6182 -3.9696
C 1.9485 2.2962 -3.0565
C -0.0609 1.9272 -2.1636
H 1.0511 -6.5463 -0.2680
H 4.1933 2.1337 -0.0659
C 1.5098 2.7737 4.4092
F 1.7263 -1.2801 -0.7163
H -4.2240 -3.1989 -5.5988
Sb -0.8458 -1.8493 -1.8402
C -2.7405 -2.6589 -2.5972
C 3.8682 2.8146 3.9737
H 2.3759 -1.7987 7.7165
H 0.4992 0.7265 -7.1253
C 3.7898 1.5322 3.4476
C 1.9934 1.1715 -2.2519
C -5.3479 1.2728 0.1994
H -2.9783 -2.6776 0.1702
C -0.9262 0.4426 -5.5480
C -4.9695 -3.9117 -3.7156
O 1.8917 1.0755 0.4788
C 1.8584 -2.0019 6.7878
N -3.4050 0.2045 2.7523
C -5.7557 3.4730 1.0755
C 4.9212 -1.9498 3.2850
N 0.7794 0.9241 -1.7042
H 4.8250 3.3192 4.0243
H 2.7783 6.1827 0.1763
C 1.4377 1.4988 3.8719
C 0.4826 -5.6891 -3.4849
H -5.6883 0.2595 0.0145
C 2.5935 5.1199 0.2497
C 2.1444 -2.0464 -3.8122
H 4.6138 4.5707 -0.2379
H -7.1847 1.8700 1.1180
C -3.6219 -3.3650 -1.7746
C 1.3458 4.6567 0.5895
C -4.0691 1.6502 -0.2021
C 2.5728 0.8572 3.3703
H 0.0140 -2.7147 3.4780
H 4.9961 -0.0326 1.3747
H -2.1308 -0.0499 -3.8608
C -3.3817 -3.5682 -0.3064
C 1.6907 -1.7327 4.3880
H -4.1280 4.8545 0.8969
H 2.9637 -3.0828 0.6784
C 2.1290 2.3731 0.4128
C 3.9157 -1.7776 2.1385
H 0.5382 5.3479 0.8014
C 0.7717 -5.9321 -1.1161
H 4.6992 1.0548 3.1040
N -0.5483 1.5737 1.2276
H 0.3275 -3.1825 7.7191
H -5.4168 -4.5240 -1.7171
H -3.6601 0.5428 -1.9616
C 0.0432 -3.0317 5.5987
H -0.8268 3.5306 1.6389
H 1.2345 -7.4606 -2.5418
H -2.2720 -2.1171 -4.6249
C -0.2159 -1.0213 -3.7485
H 3.8247 -0.7002 0.2402
C 3.5548 -3.1674 1.5919
C 0.5362 -2.5165 4.4085
C -6.1881 2.1774 0.8278
C -4.0722 -3.2400 -4.5282
C 0.0232 -4.3995 -3.2846
C 2.3397 -1.4790 5.5987
C 0.3077 -4.6363 -0.8926
H 2.1286 -3.0514 -4.2362
C 0.1368 -4.1592 0.5223
H 0.6488 -4.8250 1.2155
H -0.9210 -4.1425 0.8001
C -1.1673 -0.1862 -4.3407
N -1.8018 0.8591 -1.0603
H -0.2913 -3.7996 -4.1315
H 2.1855 -0.7332 -6.1006
H 2.9907 -3.7512 2.3250
C 1.0221 -1.2142 -4.3727
O 1.1176 -0.9664 1.6838
H -2.1442 2.4335 -2.3764
C -3.6445 2.9461 0.0498
H -5.8411 -4.3921 -4.1399
```

The value obtained for the HOMO energy is -0.3861 Ha. The net charge is +1. For the strongest force on any atom, the calculation gives 0.060 Eh/bohr.



No. 2
The molecule C20H23NO5. Source: the Open Molecules 2025 dataset; level of theory: wB97M-V/def2-TZVPD.

The geometry in XYZ format:
```
49
Properties=species:S:1:pos:R:3
H 3.3505 -1.7294 -1.1095
H 5.5529 -1.0385 -0.6366
C 5.4108 -1.4374 0.3732
H 6.3561 -1.3959 0.9121
H -2.7375 -2.4750 3.9175
H 3.7758 2.1240 -3.2513
C -4.3424 -0.5387 0.9155
O -0.9658 -1.9514 1.9172
H 2.8170 0.6447 -3.0941
C 3.2313 -0.5318 0.6789
H 1.0219 -1.3730 -1.7336
H -1.7029 0.2907 4.7381
C -0.1364 0.9864 -2.6409
C -2.7678 -1.5912 4.5500
C -3.1952 -0.1521 0.0382
C -0.8431 0.0457 -0.4298
H -3.7543 -1.1387 4.4815
C -2.5489 0.6584 -2.0149
C -1.6992 -0.6017 4.1089
C -2.9989 1.2015 -3.3317
O 4.5135 -0.6503 1.1186
H -0.7117 -1.0746 4.1348
H 0.4270 1.0461 1.7328
H 3.2408 1.5757 -1.6513
C 2.3860 0.2479 1.4716
C 2.7277 -1.1148 -0.4789
C 1.0686 0.4321 1.1177
H 1.3846 2.4873 -3.9080
O -0.0099 0.5962 -3.7738
H 1.8341 3.4817 -2.4866
H -4.3716 0.1025 1.7944
H -2.5002 0.6796 -4.1448
C -1.5318 -0.8984 1.7766
C -1.8686 -0.2944 0.4552
C 1.6952 2.4640 -2.8579
O 0.6312 1.9241 -2.0750
H -4.0749 1.0855 -3.4188
H -5.2692 -0.4311 0.3602
N -3.4997 0.3104 -1.1632
C 0.5634 -0.1408 -0.0471
H 5.0761 -2.4776 0.3103
C 2.9690 1.6471 -2.7018
H -2.7466 2.2586 -3.4070
H -4.2345 -1.5693 1.2494
O -1.9439 -0.1227 2.7855
H -2.5849 -1.8895 5.5783
H 2.7922 0.6960 2.3648
C -1.1927 0.5420 -1.6884
C 1.4071 -0.9099 -0.8366
```

The value obtained for the HOMO energy is -0.3119 Ha. Its SMILES is CCOC(=O)c1c(C)nc(C)c(C(=O)OCC)c1-c1ccc(OC)cc1. For the strongest force on any atom, the calculation gives 0.012 Eh/bohr.